Computed, not measured: the molecule C19H22N2O4, with the ωB97M-V functional and the def2-TZVPD basis.

As for the structure (SMILES): COc1ccccc1C/C(N)=N/OC(=O)COc1cccc(C)c1C. The calculation puts the HOMO-LUMO gap at 9.27 eV. Its HOMO energy is -8.45 eV. The energy relative to the best compared isomer or geometry (same formula, charge and spin) is 78.5 kcal/mol.

Cartesian coordinates (Å):
C -0.774 -1.818 -0.415
O -1.776 -0.847 -0.597
C -3.035 -1.102 -0.158
C -3.458 -2.315 0.373
C -4.767 -2.473 0.796
C -5.665 -1.428 0.701
C -5.246 -0.215 0.178
C -3.945 -0.034 -0.256
C -3.482 1.282 -0.822
C -2.187 1.725 -0.183
N -2.172 1.744 1.172
N -1.306 2.118 -1.015
O -0.024 2.579 -0.639
C 0.756 1.975 0.238
O 0.456 1.083 0.994
C 2.162 2.581 0.168
O 3.138 1.674 0.597
C 3.242 0.470 -0.059
C 2.569 0.174 -1.237
C 2.737 -1.064 -1.833
C 3.574 -2.003 -1.266
C 4.260 -1.717 -0.092
C 5.170 -2.741 0.515
C 4.097 -0.476 0.521
C 4.825 -0.151 1.791
H 0.153 -1.353 -0.750
H -0.669 -2.093 0.638
H -0.970 -2.713 -1.013
H -2.773 -3.144 0.455
H -5.080 -3.423 1.204
H -6.685 -1.551 1.032
H -5.943 0.607 0.105
H -3.308 1.199 -1.895
H -4.241 2.047 -0.649
H -2.927 1.252 1.626
H -1.274 1.661 1.632
H 2.352 2.958 -0.845
H 2.214 3.418 0.871
H 1.910 0.890 -1.703
H 2.209 -1.288 -2.748
H 3.700 -2.967 -1.737
H 5.199 -3.639 -0.097
H 4.829 -3.014 1.513
H 6.182 -2.350 0.607
H 4.592 -0.885 2.561
H 4.539 0.834 2.144
H 5.902 -0.167 1.627

Forces on the atoms, in the same order (eV/Å):
0.30 -0.19 0.05
-0.56 0.09 -0.04
-0.15 -0.04 0.03
0.33 -0.01 -0.09
-0.13 0.07 0.01
-0.12 -0.12 0.06
0.12 -0.05 -0.01
0.14 0.02 -0.06
0.13 -0.14 -0.11
0.06 0.38 0.84
0.01 0.11 0.38
-0.09 -0.35 -1.56
-0.07 0.61 0.41
0.28 -0.30 0.48
0.08 0.07 -0.21
-0.12 0.06 -0.11
0.03 -0.22 -0.01
0.14 -0.23 -0.06
-0.04 0.24 0.04
0.04 -0.01 -0.01
-0.04 -0.03 -0.06
-0.10 0.09 -0.08
-0.04 0.06 -0.01
-0.09 0.22 0.01
-0.07 0.06 -0.05
-0.06 -0.07 0.05
-0.02 0.01 -0.02
-0.02 0.03 0.03
0.09 -0.05 0.00
-0.02 -0.08 0.03
-0.09 -0.02 0.03
-0.05 0.11 -0.01
0.02 0.09 0.05
0.01 -0.01 -0.02
0.04 0.00 -0.07
-0.13 -0.05 -0.16
-0.03 -0.07 0.14
-0.06 -0.07 -0.16
-0.07 0.11 -0.06
-0.05 -0.01 -0.08
0.03 -0.10 -0.04
0.03 -0.06 -0.01
0.05 -0.06 0.09
0.10 -0.04 0.05
0.04 -0.03 0.10
0.07 -0.01 0.11
0.10 0.00 0.06

=====

Computed, not measured: a structure of composition C52H57Cl2Ge2IN2OS4Sc, with the ωB97M-V functional and the def2-TZVPD basis.

The charge is +1. The calculation puts the HOMO-LUMO gap at 7.97 eV. Its HOMO energy is -10.36 eV. The energy relative to the best compared isomer or geometry (same formula, charge and spin) is 63.3 kcal/mol.

Cartesian coordinates (Å):
Sc 11.419 14.238 13.590
Cl 11.722 16.988 13.059
C 13.206 17.534 13.822
Cl 13.108 17.717 15.525
H 13.299 18.521 13.282
H 13.976 16.777 13.577
C 16.137 16.378 16.685
C 15.908 15.218 15.787
C 16.338 15.199 14.471
C 16.256 14.083 13.643
C 16.863 14.259 12.228
C 15.730 12.845 14.162
C 15.310 12.872 15.526
C 14.892 11.566 16.074
C 15.259 14.054 16.261
C 15.819 11.568 13.349
C 17.008 10.836 13.288
C 17.059 9.507 12.861
C 15.861 8.921 12.451
C 14.645 9.608 12.421
C 14.630 10.980 12.784
Ge 13.022 11.951 12.370
S 11.660 11.823 14.072
S 12.141 11.527 10.349
Ge 11.590 13.680 10.278
S 9.916 14.259 11.566
S 13.364 14.153 11.878
C 11.671 14.544 8.475
C 12.329 15.751 8.112
C 12.203 16.236 6.843
C 11.300 15.564 5.983
C 10.585 14.470 6.339
C 10.803 13.922 7.553
C 10.106 12.637 7.866
C 8.851 12.522 8.410
C 8.034 13.750 8.819
C 8.209 11.263 8.597
C 8.822 10.162 8.100
C 8.139 8.851 8.211
C 10.125 10.291 7.510
C 10.797 11.475 7.394
C 12.110 11.523 6.662
C 13.193 16.486 9.059
C 12.721 17.695 9.673
C 11.355 18.119 9.451
C 13.634 18.400 10.471
C 14.915 17.904 10.656
C 15.909 18.596 11.656
C 15.331 16.753 10.041
C 14.442 15.963 9.334
C 14.908 14.629 8.781
C 13.465 8.908 11.871
C 12.503 8.377 12.701
C 12.761 8.379 14.148
C 11.394 7.717 12.208
C 11.252 7.382 10.883
C 10.114 6.487 10.429
C 12.286 7.851 10.048
C 13.373 8.632 10.517
C 14.383 9.101 9.496
H 16.692 17.168 16.159
H 16.649 16.051 17.536
H 15.127 16.763 17.027
H 16.769 16.094 14.009
H 16.377 14.999 11.600
H 16.801 13.262 11.573
H 17.921 14.527 12.394
H 14.386 11.829 16.967
H 15.695 10.844 16.180
H 14.056 11.216 15.435
H 14.965 14.012 17.347
H 17.920 11.312 13.628
H 17.941 8.966 12.827
H 15.861 7.819 12.229
H 12.655 17.158 6.452
H 11.095 15.979 5.017
H 9.878 14.066 5.662
H 7.392 14.004 8.005
H 8.625 14.646 9.106
H 7.379 13.457 9.695
H 7.195 11.217 8.957
H 7.167 9.070 8.705
H 8.706 8.168 8.829
H 8.004 8.431 7.200
H 10.622 9.451 7.118
H 12.162 12.133 5.734
H 12.434 10.437 6.561
H 12.880 11.995 7.310
H 10.695 17.211 9.477
H 11.217 18.582 8.435
H 11.157 18.836 10.206
H 13.346 19.330 10.987
H 15.663 18.171 12.662
H 15.886 19.636 11.641
H 16.937 18.115 11.519
H 16.357 16.473 10.170
H 16.012 14.445 9.021
H 14.845 14.523 7.738
H 14.375 13.863 9.341
H 11.902 7.985 14.653
H 13.052 9.305 14.561
H 13.586 7.695 14.316
H 10.612 7.342 12.893
H 9.257 6.705 11.088
H 10.353 5.429 10.550
H 9.881 6.681 9.379
H 12.113 7.686 8.967
H 15.025 9.926 9.824
H 13.800 9.366 8.585
H 14.977 8.223 9.214
O 12.576 14.666 15.418
H 13.500 14.410 15.661
H 12.163 15.016 16.191
I 6.494 16.584 16.696
C 7.914 15.369 16.094
C 7.971 13.989 16.302
N 9.064 13.576 15.669
N 9.659 14.562 15.024
C 8.946 15.673 15.222
H 7.329 13.319 16.912
H 9.429 12.620 15.585
H 9.340 16.562 14.763

Forces on the atoms, in the same order (eV/Å):
-0.22 -0.43 -0.42
-1.23 -0.73 -0.09
0.80 0.76 -1.73
-0.23 0.47 0.88
0.70 -1.10 0.99
-0.29 0.69 0.01
-2.03 1.07 -1.00
-0.63 -0.82 -0.44
0.01 0.49 -0.33
-0.38 -1.23 -0.63
-0.10 -2.75 -0.36
1.39 2.28 -0.70
0.30 -0.49 -2.04
-1.60 0.33 -0.47
1.14 0.09 1.10
-1.35 -0.62 -0.04
0.10 0.16 0.37
-2.70 1.50 -0.38
0.41 -1.54 0.49
0.95 1.12 -0.38
1.42 -0.66 0.36
-0.01 -0.29 -0.34
-0.37 0.53 0.02
-0.08 -0.06 0.19
0.29 0.53 0.00
0.24 0.09 0.30
-0.22 0.07 0.08
-0.42 0.06 -0.07
0.05 -0.79 1.24
-1.47 -0.37 -1.86
0.84 1.76 -0.23
0.32 0.58 -0.69
-0.11 -0.72 2.59
1.14 -0.56 -0.48
-1.13 0.75 1.13
0.23 -0.56 1.39
0.99 1.56 -0.95
1.69 -0.28 -0.29
-0.74 0.16 -0.22
-1.21 0.30 0.79
-1.25 0.67 -0.26
1.18 -0.71 0.84
-0.65 0.53 0.95
2.78 -1.40 -0.48
-1.25 -0.49 -1.60
-0.68 -0.20 0.04
1.26 1.56 1.27
0.15 -4.33 -0.19
-0.26 -0.19 0.37
0.99 0.12 -1.02
1.85 0.25 2.16
0.10 -0.23 -0.67
-0.46 0.26 0.40
-0.15 -1.05 0.26
-0.87 -0.74 0.82
1.20 0.20 -0.67
0.18 0.78 0.33
-0.73 0.21 -0.39
-0.87 -0.51 -1.16
-0.70 -0.41 -0.64
-0.23 -0.14 0.36
0.97 -0.30 1.38
1.30 -0.17 -0.29
0.03 -0.13 0.41
-0.15 0.26 0.42
0.28 2.02 1.64
-0.34 -0.12 -0.41
-0.15 -0.50 1.52
-0.07 -0.07 0.06
0.73 -0.41 0.20
0.26 -0.05 -1.14
0.00 0.02 0.16
1.60 -0.86 0.05
-0.07 1.25 -0.02
0.07 -0.49 0.60
0.15 0.29 -0.48
-0.55 -0.52 -0.50
-0.56 0.35 -0.62
-0.30 -0.68 -0.27
0.73 0.51 -0.93
-0.08 0.07 0.31
0.43 -0.68 -0.48
-0.01 -0.19 0.02
-0.16 -0.11 0.51
0.31 -1.32 -0.40
-0.43 -0.77 0.38
-0.18 1.49 -0.50
-0.30 -0.22 -0.18
0.19 1.04 0.20
0.07 -0.31 0.92
-0.97 0.72 0.62
-0.03 -0.41 -0.34
-0.07 0.81 -0.48
0.16 1.74 0.02
-1.12 1.22 -0.21
0.38 -0.35 -0.03
-1.41 0.45 -0.15
-0.60 -0.19 -1.40
-0.11 -0.44 -0.46
-0.39 -0.07 0.56
0.18 1.18 0.43
0.23 -0.23 0.27
0.61 0.30 -0.09
0.07 -0.16 -0.53
0.14 0.05 -0.04
-0.12 -0.20 0.21
0.63 0.09 0.55
-0.22 -0.23 -0.12
0.63 0.16 0.50
0.26 0.33 0.04
0.32 -0.28 -0.95
-0.09 -0.01 -0.20
-0.45 0.49 0.89
-1.65 1.44 0.81
0.21 -1.35 -0.68
-0.53 0.29 0.95
0.06 -1.35 0.06
1.07 0.25 -1.14
0.96 -0.93 0.37
0.66 0.67 -0.68
-0.19 0.63 -0.02
-0.47 0.39 0.13

=====

Computed, not measured: a structure of composition CH3INO, with the ωB97M-V functional and the def2-TZVPD basis.

The charge is -1. As for the expectation value of S²: 2.01. The calculation puts the HOMO-LUMO gap (spin up / spin down) at 6.86 / 6.30 eV. The spin multiplicity is 3. Its HOMO energy (spin up / spin down) is -2.88 / -3.29 eV. The energy relative to the best compared isomer or geometry (same formula, charge and spin) is 0.0 kcal/mol.

Cartesian coordinates (Å):
C 0.070 0.226 -0.130
N 1.146 0.996 -0.645
O 1.149 2.232 -0.212
I 3.398 -0.058 0.540
H 0.463 -0.670 0.192
H -0.614 0.778 0.535
H -0.645 -0.018 -1.011

Forces on the atoms, in the same order (eV/Å):
-3.14 0.83 -2.81
0.08 4.18 1.69
0.08 -2.41 -1.57
0.60 -0.44 0.17
0.58 -1.99 1.26
0.86 -0.24 0.29
0.94 0.06 0.97

=====

Computed, not measured: a cluster of 2 separate species, C4H6O2 in total, with the ωB97M-V functional and the def2-TZVPD basis.

As for the structure (SMILES): O=C1CC(=O)C1.[H][H]. The calculation puts the HOMO-LUMO gap at 10.03 eV. Its HOMO energy is -9.74 eV. The energy relative to the best compared isomer or geometry (same formula, charge and spin) is 52.0 kcal/mol.

Cartesian coordinates (Å):
O 1.500 -0.606 1.609
C 0.608 -0.141 0.956
C -0.843 -0.571 0.692
C -0.967 0.689 -0.175
O -1.861 1.160 -0.820
C 0.480 1.125 0.095
H -1.485 -0.583 1.579
H -0.964 -1.518 0.154
H 1.126 1.164 -0.789
H 0.576 2.066 0.648
H 1.211 -1.522 -1.787
H 0.621 -1.264 -2.161

Forces on the atoms, in the same order (eV/Å):
-0.44 0.22 -0.37
0.34 -0.17 0.29
-0.06 -0.10 0.04
-0.37 0.20 -0.26
0.43 -0.23 0.29
0.07 0.09 -0.03
0.08 0.01 -0.10
0.04 0.12 0.06
-0.08 -0.03 0.12
-0.01 -0.11 -0.06
-0.05 0.02 -0.02
0.05 -0.02 0.02

=====

Computed, not measured: the molecule C2H5NOS2, with the ωB97M-V functional and the def2-TZVPD basis.

As for the structure (SMILES): OCC(=S)NS. The calculation puts the HOMO-LUMO gap at 8.83 eV. Its HOMO energy is -8.49 eV. The energy relative to the best compared isomer or geometry (same formula, charge and spin) is 19.8 kcal/mol.

Cartesian coordinates (Å):
O -1.583 -1.075 0.079
C -1.284 0.315 -0.054
C 0.183 0.637 -0.065
S 0.803 2.169 -0.075
N 0.933 -0.457 -0.167
S 2.659 -0.564 -0.096
H -1.423 -1.447 -0.794
H -1.856 0.788 -0.892
H -1.629 0.793 0.892
H 0.382 -1.248 0.058
H 2.814 0.088 1.113

Forces on the atoms, in the same order (eV/Å):
0.30 0.44 -0.45
-1.30 0.80 1.25
0.99 1.39 -1.17
-0.55 -0.32 0.20
1.13 -0.04 0.21
-0.83 0.47 0.67
-0.30 -0.34 -0.10
0.76 -0.32 0.57
-0.13 -0.32 -0.72
0.04 -1.40 0.29
-0.12 -0.37 -0.75

=====

Computed, not measured: the molecule C4H4OS2, with the ωB97M-V functional and the def2-TZVPD basis.

The calculation puts the HOMO-LUMO gap at 8.57 eV. Its HOMO energy is -9.03 eV. The energy relative to the best compared isomer or geometry (same formula, charge and spin) is 91.3 kcal/mol.

Cartesian coordinates (Å):
C -0.607 0.750 0.353
C -1.880 1.650 0.290
C 0.636 1.006 -0.374
C -1.023 -0.745 0.362
O 0.769 0.802 1.020
S -3.218 0.861 -0.125
S -2.666 -1.191 -0.126
H 0.845 0.182 -1.128
H 0.885 2.104 -0.819
H -0.319 -1.399 -0.288
H -1.008 -1.267 1.331

Forces on the atoms, in the same order (eV/Å):
-1.25 -1.17 0.22
1.53 -0.50 0.36
0.34 1.85 -2.49
1.67 -2.49 -0.17
-2.05 0.75 -1.18
0.88 0.71 0.42
-0.79 0.34 -0.87
0.47 0.91 1.24
-0.62 -2.64 1.39
-0.93 1.31 0.90
0.76 0.94 0.18